C6H16O | the ωB97M-V functional and the def2-TZVPD basis

```
! RIJCOSX wB97M-V def2-TZVPD def2/J DEFGRID3
* xyz 0 1
C -0.6502 0.6156 -1.3714
C -0.2408 -0.7184 -2.0530
C -1.0624 -1.9861 -1.7800
O -0.2714 -0.4839 -3.4798
H -1.6582 1.0230 -1.5498
H -0.1349 1.2246 -2.1524
H -0.3042 0.8402 -0.3915
H 0.8171 -0.9027 -1.8431
H -2.1276 -1.9182 -1.8896
H -0.6099 -2.7482 -2.4291
H -0.7206 -2.4806 -0.8650
H -0.9659 -1.0639 -3.7997
C 0.9689 1.9696 1.6308
C 1.2300 0.5853 2.2415
C -0.0190 -0.2068 2.6295
H 0.1612 1.7555 0.8634
H 0.5913 2.8013 2.2748
H 1.8807 2.2867 1.1286
H 2.0688 0.6437 2.9233
H 1.7922 -0.0059 1.4630
H 0.4546 -1.0018 3.1691
H -0.6388 -0.5073 1.8070
H -0.5610 0.2783 3.4734
*
```

structure (SMILES)	CC(C)O.CCC
strongest force on any atom	3.178	eV Å⁻¹
calculated total energy	-8527.514	eV
E_HOMO	-10.31	eV